The following is a DFT calculation (wB97M-V/def2-TZVPD) of a cluster of 2 separate species, C5H10O in total.

Each line ends with the natural charge from an NBO analysis.
Atoms and positions in Å:
C -0.409 -1.041 0.464  -0.44
C 0.663 -0.723 1.471  -0.43
C 0.433 -2.141 1.016  -0.42
H -0.240 -0.775 -0.568  0.24
H -1.438 -0.944 0.799  0.21
H 1.578 -0.218 1.161  0.21
H 0.338 -0.460 2.473  0.21
H 1.170 -2.556 0.336  0.21
H -0.023 -2.852 1.696  0.21
C -0.145 1.936 -0.691  -0.73
C -0.552 1.217 -1.951  0.45
O -0.026 0.220 -2.386  -0.53
H 0.379 2.790 -1.104  0.24
H -1.001 2.328 -0.130  0.23
H 0.506 1.381 -0.014  0.24
H -1.232 1.838 -2.571  0.10

Cartesian forces, eV/Å:
C -0.17 0.19 0.00
C 0.05 -0.05 0.20
C 0.13 -0.19 0.03
H 0.02 -0.10 0.20
H 0.13 -0.11 -0.02
H -0.24 -0.18 -0.04
H 0.05 -0.05 -0.14
H -0.12 -0.04 0.16
H 0.14 0.10 0.00
C -0.32 -0.27 0.20
C 0.96 0.39 -0.16
O -0.56 0.36 0.07
H 0.27 0.45 0.11
H 0.04 -0.09 -0.21
H -0.10 0.00 -0.35
H -0.28 -0.41 -0.06

SMILES: C1CC1.CC=O
Relative energy (zero: lowest compared OMol25 entry of this formula, charge and spin), kcal/mol: 40.60
LUMO energy, hartree: 0.0380
HOMO-LUMO gap, eV: 11.0395



The following is a DFT calculation (wB97M-V/def2-TZVPD) of an isolated molecule of C23H27BrN2S.

Each line ends with the natural charge from an NBO analysis.
Atoms and positions in Å:
C -4.205 -3.758 4.376  -0.62
C -2.874 -4.089 5.192  -0.40
C -1.593 -4.164 4.258  -0.40
C -0.566 -2.968 4.525  -0.40
C -0.444 -2.007 3.248  -0.40
C -0.482 -0.457 3.678  -0.41
C -1.352 0.325 2.611  -0.41
C -0.838 1.778 2.259  -0.40
C 0.682 1.880 1.820  -0.46
C 0.869 2.103 0.262  0.20
N 0.875 3.393 -0.158  -0.37
C 1.091 3.411 -1.532  0.11
C 1.164 4.768 -2.187  -0.20
C 1.410 4.967 -3.596  -0.20
C 1.624 3.765 -4.478  -0.15
S 1.958 4.083 -6.234  -0.02
C 1.546 2.437 -3.877  -0.04
C 1.763 1.171 -4.733  -0.04
C 0.597 0.396 -5.170  -0.20
C 0.692 -0.833 -5.961  -0.22
C 2.017 -1.325 -6.348  -0.22
C 3.212 -0.573 -5.921  -0.22
C 3.099 0.660 -5.119  -0.20
C 1.282 2.249 -2.410  0.18
N 1.223 0.948 -1.926  -0.39
C 1.020 0.882 -0.598  0.12
Br 0.938 -0.918 0.173  0.07
H -4.126 -4.130 3.311  0.20
H -4.414 -2.654 4.358  0.20
H -5.100 -4.276 4.819  0.21
H -2.728 -3.342 6.017  0.20
H -3.054 -5.107 5.648  0.20
H -1.925 -4.098 3.188  0.20
H -1.065 -5.132 4.454  0.21
H -0.835 -2.386 5.452  0.19
H 0.445 -3.429 4.731  0.20
H 0.548 -2.255 2.771  0.21
H -1.245 -2.207 2.492  0.20
H -0.948 -0.403 4.695  0.20
H 0.580 -0.110 3.763  0.20
H -1.543 -0.253 1.663  0.21
H -2.377 0.460 3.078  0.21
H -0.973 2.419 3.181  0.21
H -1.491 2.251 1.469  0.22
H 1.089 2.823 2.288  0.23
H 1.327 1.024 2.139  0.23
H 1.038 5.675 -1.549  0.23
H 1.429 6.020 -3.982  0.24
H 0.906 3.630 -6.996  0.15
H -0.416 0.753 -4.863  0.22
H -0.216 -1.397 -6.272  0.22
H 2.149 -2.251 -6.962  0.22
H 4.210 -0.951 -6.241  0.22
H 4.025 1.203 -4.806  0.23

Cartesian forces, eV/Å:
C 0.15 -0.05 0.05
C -0.71 -0.63 -0.66
C 0.09 0.76 0.86
C 0.15 -0.54 -0.80
C 0.58 0.18 1.33
C -0.14 -1.24 -1.06
C -0.53 0.88 0.31
C -0.02 -0.15 0.44
C 0.14 1.15 -0.91
C -0.31 -0.46 1.78
N 0.51 -3.98 -1.90
C 0.35 2.12 -2.18
C 0.42 -0.86 -1.57
C -0.23 -2.04 1.82
C -1.26 -0.76 2.34
S 0.17 0.00 0.20
C 0.37 1.27 -0.31
C 0.25 -2.03 -1.20
C 1.20 -0.51 -0.30
C 2.31 1.01 0.50
C 0.02 2.08 1.31
C -2.10 0.75 0.48
C -1.86 -1.03 -0.61
C -0.03 0.92 -0.52
N -0.34 1.32 2.56
C 0.23 1.52 -1.71
Br 0.11 1.38 -0.61
H -0.01 0.45 1.15
H 0.20 -1.01 -0.09
H 0.86 0.60 -0.28
H -0.14 -0.78 -0.73
H 0.36 1.12 -0.27
H 0.40 -0.36 0.95
H -0.53 0.77 -0.41
H 0.08 -0.57 -0.98
H -1.00 0.61 -0.18
H -1.08 0.41 0.25
H 0.59 0.08 0.80
H 0.38 0.17 -0.93
H -1.01 -0.01 -0.11
H 0.55 0.43 1.04
H 1.01 -0.15 -0.60
H 0.23 -0.67 -0.94
H 0.66 -0.55 0.74
H -0.28 -1.05 -0.53
H -0.76 0.67 -0.17
H 0.05 -1.03 -0.48
H 0.05 -1.39 0.19
H 0.26 -0.07 1.12
H 1.00 -0.32 -0.32
H 0.79 0.65 0.37
H -0.24 1.00 0.69
H -0.90 0.46 0.43
H -1.01 -0.53 -0.33

SMILES: CCCCCCCCCc1nc2ccc(S)c(-c3ccccc3)c2nc1Br
LUMO energy, hartree: -0.0285
HOMO-LUMO gap, eV: 7.9058



The following is a DFT calculation (wB97M-V/def2-TZVPD) of an isolated molecule of C18H27N5O.

Each line ends with the natural charge from an NBO analysis.
Atoms and positions in Å:
C 3.121 -0.466 1.455  -0.61
H 3.284 -0.266 0.400  0.22
H 4.030 -0.207 1.992  0.21
H 2.319 0.175 1.818  0.19
C 2.775 -1.934 1.686  -0.21
C 2.645 -2.215 3.183  -0.60
H 1.838 -1.624 3.612  0.20
H 2.431 -3.266 3.362  0.21
H 3.567 -1.961 3.699  0.21
C 1.477 -2.338 0.975  -0.40
H 0.660 -1.716 1.341  0.20
H 1.244 -3.368 1.249  0.21
C 1.556 -2.251 -0.557  -0.06
N 1.059 -0.993 -1.095  -0.45
C 1.886 -0.260 -1.878  0.70
O 3.035 -0.599 -2.105  -0.64
C 1.318 1.021 -2.452  -0.51
H 2.096 1.435 -3.094  0.24
H 0.441 0.807 -3.064  0.23
C 0.943 2.058 -1.390  -0.21
N -0.395 1.849 -0.873  -0.45
C -0.486 0.660 -0.047  -0.23
C -0.320 -0.622 -0.868  -0.25
H -0.795 -1.447 -0.338  0.24
H -0.844 -0.489 -1.820  0.21
H -1.482 0.651 0.402  0.22
H 0.261 0.675 0.766  0.17
C -0.906 3.015 -0.170  -0.24
C -2.389 2.904 0.065  -0.05
C -2.951 3.234 1.290  -0.21
C -4.319 3.144 1.482  -0.21
C -5.139 2.716 0.453  -0.22
C -4.585 2.380 -0.772  -0.22
C -3.219 2.477 -0.965  -0.16
H -2.777 2.215 -1.914  0.21
H -5.221 2.044 -1.578  0.21
H -6.205 2.643 0.604  0.21
H -4.745 3.408 2.440  0.21
H -2.315 3.567 2.098  0.21
H -0.385 3.181 0.790  0.17
H -0.722 3.891 -0.802  0.21
H 0.961 3.044 -1.861  0.21
H 1.703 2.055 -0.587  0.17
H 2.607 -2.288 -0.869  0.26
C 0.864 -3.447 -1.233  -0.24
N -0.454 -3.643 -0.703  -0.35
N -1.234 -4.496 -0.971  0.27
N -2.109 -5.195 -1.072  -0.10
H 0.815 -3.268 -2.315  0.21
H 1.471 -4.345 -1.059  0.20
H 3.591 -2.547 1.288  0.19

Cartesian forces, eV/Å:
C 0.08 -0.26 -0.06
H 0.04 0.11 -0.14
H 0.10 0.08 0.05
H -0.10 0.10 0.05
C -0.25 0.14 0.16
C 0.13 -0.06 -0.29
H -0.11 0.08 0.08
H -0.04 -0.11 0.08
H 0.08 0.03 0.12
C 0.41 -0.05 -0.17
H -0.12 -0.03 0.09
H -0.09 -0.01 0.05
C -0.03 -0.41 0.01
N 0.11 -0.22 0.09
C -0.04 0.20 -0.28
O 0.37 0.04 -0.14
C 0.24 0.12 0.06
H -0.04 -0.14 0.05
H -0.03 0.04 -0.03
C -0.07 0.01 -0.21
N 0.01 0.18 0.10
C -0.19 -0.22 -0.17
C -0.29 0.35 0.32
H 0.04 0.15 -0.11
H -0.07 -0.09 0.10
H 0.08 -0.05 0.01
H -0.07 -0.02 -0.01
C 0.09 0.04 -0.04
C -0.03 0.07 0.09
C 0.09 0.00 -0.08
C -0.11 0.03 0.07
C -0.10 0.01 0.07
C -0.04 -0.01 -0.06
C 0.01 0.04 0.02
H 0.04 -0.05 -0.11
H -0.05 -0.02 -0.07
H -0.08 -0.01 0.02
H -0.04 0.01 0.07
H 0.08 0.01 0.07
H -0.05 0.05 -0.06
H 0.08 -0.04 0.08
H 0.03 -0.05 0.07
H -0.02 0.06 -0.03
H -0.25 -0.07 0.06
C 0.73 -0.33 -0.63
N 0.79 2.10 1.32
N -1.21 -1.29 -0.40
N -0.18 -0.54 -0.33
H 0.10 -0.04 0.09
H 0.01 0.08 -0.03
H -0.03 -0.02 -0.02

Relative energy (zero: lowest compared OMol25 entry of this formula, charge and spin), kcal/mol: 57.78
LUMO energy, hartree: 0.0268
HOMO-LUMO gap, eV: 9.6399